No. 1
A structure of composition H24NeO12. Source: the Open Molecules 2025 dataset; level of theory: the ωB97M-V functional and the def2-TZVPD basis.

```
37
Properties=species:S:1:pos:R:3:forces:R:3:lowdin_charge:R:1
Ne -20.952 -0.620 -9.040 0.009 0.102 0.012 0.05
O -21.167 -1.623 -5.886 0.355 0.309 0.612 -0.05
H -21.109 -2.037 -6.747 -0.016 -0.446 -0.355 -0.03
H -21.975 -1.112 -5.919 0.036 0.130 -0.175 -0.02
O -17.984 0.690 -10.392 -0.109 -0.439 -0.429 -0.02
H -17.532 1.135 -11.108 0.241 0.370 -0.179 0.08
H -17.479 -0.110 -10.249 0.267 -0.262 0.290 0.08
O -21.231 2.629 -11.788 -0.088 0.718 -0.014 -0.06
H -22.098 2.369 -11.477 -0.155 -0.043 0.048 0.03
H -20.867 1.833 -12.176 -0.006 -0.478 0.166 -0.03
O -24.585 -2.557 -8.444 -0.261 -0.407 -0.227 -0.06
H -24.154 -1.871 -7.934 0.264 0.276 0.401 -0.03
H -24.477 -2.283 -9.354 -0.001 -0.031 -0.242 0.03
O -21.150 -3.367 -8.138 0.223 -0.162 0.358 -0.05
H -21.743 -4.117 -8.117 -0.306 -0.137 0.147 0.07
H -21.075 -3.145 -9.066 -0.210 0.191 -0.595 -0.01
O -18.467 0.212 -5.655 0.441 -0.029 -0.006 -0.06
H -19.315 -0.027 -6.029 -0.493 -0.315 0.071 -0.01
H -18.580 1.116 -5.362 -0.008 0.204 -0.003 0.02
O -20.742 -2.930 -10.861 0.046 -0.082 0.134 -0.04
H -19.824 -3.198 -10.830 0.315 -0.127 -0.034 0.05
H -20.929 -2.821 -11.793 -0.183 0.199 -0.219 0.06
O -21.022 1.993 -6.746 0.086 -0.226 0.142 -0.03
H -21.895 1.890 -7.125 -0.139 -0.117 -0.114 0.03
H -20.906 2.939 -6.666 0.109 0.366 0.018 0.05
O -18.400 -3.248 -7.364 0.621 -0.150 0.021 -0.05
H -19.183 -3.724 -7.639 -0.508 -0.023 0.030 -0.01
H -18.336 -2.516 -7.977 0.001 0.254 0.046 0.01
O -20.062 0.099 -12.157 -0.584 -0.336 -0.666 -0.05
H -19.588 0.502 -12.884 0.229 -0.079 -0.335 0.05
H -19.460 0.158 -11.415 0.332 0.160 0.606 -0.01
O -18.644 2.401 -8.436 0.054 0.605 0.254 -0.07
H -19.348 1.983 -7.940 -0.281 -0.129 0.254 -0.03
H -18.442 1.780 -9.136 0.104 -0.089 -0.053 -0.04
O -23.594 -0.461 -6.751 0.024 0.082 -0.168 -0.03
H -23.953 0.329 -7.156 -0.143 0.251 -0.147 0.07
H -24.022 -0.507 -5.895 -0.267 -0.108 0.352 0.08
```
Positions in Å, forces in eV/Å.

The spin multiplicity is 1. For the highest occupied orbital energy, the calculation gives -10.10 eV. Its energy is -1046.19684 a.u. Its orbital gap is 9.7 eV.



No. 2
A structure of composition H24NeO12. Source: the Open Molecules 2025 dataset; level of theory: the ωB97M-V functional and the def2-TZVPD basis.

```
37
Properties=species:S:1:pos:R:3:forces:R:3:lowdin_charge:R:1
Ne -0.260 0.462 -0.237 0.154 -0.004 -0.089 0.08
O -1.476 0.255 2.298 -0.876 -0.435 -0.281 -0.06
H -0.723 -0.303 2.495 0.334 -0.380 0.222 -0.01
H -1.115 1.140 2.258 0.234 0.946 -0.100 -0.01
O 0.103 -1.073 -3.571 -0.099 0.290 -0.425 -0.06
H -0.562 -0.508 -3.177 -0.282 0.180 -0.149 -0.03
H 0.577 -1.440 -2.825 0.422 -0.513 0.242 -0.03
O -0.800 -3.059 0.055 0.395 -0.577 0.428 -0.04
H -1.480 -2.387 0.020 -0.593 0.795 -0.029 -0.01
H -1.242 -3.863 -0.218 -0.006 -0.329 -0.107 0.07
O 3.010 1.281 -0.381 -0.056 0.364 -0.069 -0.04
H 2.963 0.576 0.265 -0.126 -0.493 0.472 0.00
H 3.648 0.974 -1.025 0.058 0.045 -0.269 0.05
O 1.001 3.429 -0.228 0.157 0.617 0.866 -0.06
H 0.363 3.233 -0.914 -0.377 -0.326 -0.464 -0.01
H 1.621 2.701 -0.262 0.633 -0.397 -0.220 0.00
O 3.012 -0.936 1.719 0.296 0.141 -0.340 -0.04
H 3.753 -0.652 2.254 0.313 0.077 0.080 0.05
H 2.273 -0.958 2.326 -0.583 -0.167 -0.006 0.00
O 0.443 -1.625 3.023 0.314 0.166 0.026 -0.02
H 0.022 -2.480 2.933 -0.131 -0.351 -0.331 0.07
H 0.819 -1.634 3.903 -0.025 0.067 0.407 0.07
O -0.214 2.794 2.125 -0.559 -0.435 1.069 -0.05
H 0.247 3.037 1.322 0.545 0.287 -1.201 -0.02
H -0.413 3.628 2.549 -0.093 0.089 0.171 0.05
O -2.608 -0.999 0.034 -0.328 -0.483 -0.834 -0.05
H -2.259 -0.461 0.745 0.615 0.791 1.128 0.01
H -3.454 -1.306 0.359 -0.325 -0.057 -0.015 0.08
O -0.698 2.606 -2.152 0.029 0.583 -0.087 -0.04
H -1.239 3.338 -2.449 -0.057 0.276 -0.141 0.06
H -1.191 1.825 -2.406 -0.125 -0.802 -0.052 0.00
O 1.165 -2.876 -1.730 0.780 0.047 -0.677 -0.06
H 0.435 -2.821 -1.115 -0.582 -0.119 0.579 -0.03
H 1.947 -2.791 -1.184 0.240 0.030 0.102 0.04
O -2.303 0.222 -2.558 0.183 0.468 -0.525 -0.04
H -3.049 0.822 -2.576 -0.333 0.038 -0.107 0.06
H -2.315 -0.149 -1.676 -0.144 -0.428 0.731 0.00
```
Positions in Å, forces in eV/Å.

The spin multiplicity is 1. For the highest occupied orbital energy, the calculation gives -9.84 eV. Its energy is -1046.26152 a.u. Its orbital gap is 9.8 eV.



Relative energy (zero: lowest compared OMol25 entry of this formula, charge and spin)? In order: 1.760; 0.000 eV.
LUMO level? In order: -0.379; -0.038 eV.